A molecular structure, C26H43N6O6RhS2Si2Te, computed with the ωB97M-V functional and the def2-TZVPD basis.

Geometry as XYZ:
```
87
C26H43N6O6RhS2Si2Te the ωB97M-V functional and the def2-TZVPD basis
Rh 1.11855 -0.87795 0.56242
C -6.02931 2.10286 1.71088
C -4.81116 1.25829 1.96645
C -3.70142 1.32575 1.13107
C -2.58942 0.52788 1.35525
C -2.58031 -0.34956 2.42550
C -3.67521 -0.43011 3.27573
C -4.77910 0.37170 3.04108
S -1.16579 -1.36259 2.78308
O -1.68387 -2.55721 3.39328
O -0.28574 -0.53367 3.57521
N -0.51323 -1.71999 1.35709
C -0.64743 -3.12935 0.94109
C 0.46432 -3.57930 0.00696
O 0.44230 -4.67127 -0.50685
O 1.41936 -2.69795 -0.20527
H -5.82074 2.88932 0.98644
H -6.38270 2.57043 2.63035
H -6.84679 1.49454 1.31878
H -3.70679 2.01369 0.29271
H -1.72666 0.58236 0.70716
H -3.66092 -1.12978 4.10051
H -5.63611 0.30489 3.70112
H -1.59677 -3.30948 0.42852
H -0.62554 -3.80051 1.79761
O 2.18438 -1.43385 2.21665
N 1.97548 -2.66273 2.58071
C 2.56722 -3.01628 3.68093
C 2.40252 -4.35952 4.14843
N 2.30579 -5.43503 4.53991
C 3.35166 -2.09293 4.45335
N 3.97876 -1.34212 5.05717
C 4.83708 -0.46707 1.02609
C 4.32255 -0.10447 -0.34820
O 3.02978 -0.65818 -0.65130
H 5.81203 -0.00094 1.18015
H 4.95679 -1.54651 1.13245
H 4.15739 -0.12892 1.80677
H 5.01096 -0.43343 -1.12984
H 4.19934 0.97430 -0.44633
H 3.06703 -1.63074 -0.69234
C -1.90595 -3.61110 -3.24936
Si -2.68402 -1.91860 -3.14907
C -4.54231 -2.02048 -2.97562
C -2.25162 -0.89485 -4.66015
C -2.00715 -1.08073 -1.59776
Te 0.04603 -0.55879 -1.80249
C -0.33582 1.47461 -2.31336
Si 0.99546 2.28939 -3.39243
C 2.26303 3.12889 -2.31169
C 0.12388 3.54759 -4.46678
C 1.84402 1.01111 -4.46002
H -2.05376 -4.05951 -4.23400
H -2.34000 -4.28414 -2.50688
H -0.83009 -3.57796 -3.05920
H -4.98552 -2.54735 -3.82358
H -4.98932 -1.02498 -2.93000
H -4.82334 -2.55662 -2.06688
H -2.59677 -1.40507 -5.56235
H -1.17314 -0.74936 -4.76310
H -2.73021 0.08748 -4.63651
H -2.05660 -1.76444 -0.75084
H -2.54455 -0.17565 -1.31132
H -0.53303 2.03888 -1.39941
H -1.26413 1.42210 -2.88768
H 1.84767 4.03166 -1.85787
H 3.14193 3.41698 -2.89378
H 2.57832 2.46246 -1.50899
H -0.38749 4.29885 -3.86102
H -0.62130 3.06719 -5.10481
H 0.83150 4.06791 -5.11599
H 2.38765 0.27705 -3.86032
H 2.56546 1.50316 -5.11703
H 1.13691 0.46833 -5.09152
C 2.87557 3.94545 1.71208
N 2.73321 2.84010 2.63834
C 3.39009 2.74784 3.85417
C 3.01537 1.58358 4.42057
N 2.13086 0.99282 3.55349
C 1.95949 1.74491 2.46656
S 0.94785 1.41762 1.10496
H 3.90358 4.00582 1.35645
H 2.60325 4.87707 2.20526
H 2.21556 3.77524 0.87157
H 4.06364 3.51419 4.19185
H 3.31358 1.11040 5.33712
H 1.60392 0.12638 3.67866
```

Properties
Energy relative to the best compared isomer or geometry (same formula, charge and spin): 0.0 kcal/mol
Kohn-Sham gap: 8.3 eV
Maximum force: 0.64 eV/Å
HOMO level: -8.53 eV
E_LUMO: -0.190 eV